# 1
Entry from the Open Molecules 2025 dataset: C12H33BrN3O5V as an isolated structure (the ωB97M-V functional and the def2-TZVPD basis).

## Properties
Energy above the lowest of the compared OMol25 structures with the same formula, charge and spin (eV): 0.000
HOMO-LUMO gap (eV): 8.19
Total energy (Eh): -4535.51519
HOMO level (eV): -8.208

Each line ends with the Löwdin charge.
Atoms and positions in Å:
O -6.062 -19.079 2.608  -0.4113
V -6.077 -19.114 4.237  0.6095
O -5.896 -20.596 4.669  -0.3362
Br -6.211 -16.303 4.198  -0.0797
C -8.745 -21.274 3.160  -0.0416
C -9.248 -20.230 4.184  -0.3900
C -9.475 -20.935 5.498  -0.1998
O -9.913 -19.978 6.440  -0.1883
C -10.129 -20.490 7.723  -0.1130
N -8.336 -19.090 4.347  0.0218
H -7.937 -21.838 3.629  0.0705
H -8.418 -20.854 2.215  0.0824
H -9.580 -21.971 3.056  0.0820
H -10.194 -19.845 3.780  0.1510
H -8.489 -21.293 5.830  0.1356
H -10.144 -21.792 5.389  0.1375
H -10.734 -19.858 8.363  0.0893
H -9.170 -20.649 8.245  0.0872
H -10.480 -21.529 7.730  0.0882
H -8.446 -18.431 3.572  0.0852
H -8.879 -18.588 5.065  0.1007
C -2.100 -18.957 6.401  -0.0532
C -3.544 -19.235 6.025  -0.4088
C -4.511 -18.628 7.019  -0.1875
O -5.868 -18.652 6.610  -0.2916
C -6.709 -17.943 7.485  -0.1108
N -3.789 -18.809 4.618  0.0350
H -1.940 -17.877 6.506  0.0880
H -1.361 -19.336 5.703  0.0850
H -1.959 -19.329 7.421  0.0879
H -3.685 -20.320 6.040  0.1389
H -4.206 -17.585 7.183  0.1373
H -4.383 -19.149 7.972  0.1415
H -6.881 -18.377 8.473  0.0977
H -7.688 -17.980 6.997  0.0757
H -6.535 -16.868 7.568  0.0918
H -3.385 -19.484 3.980  0.1087
H -3.326 -17.911 4.521  0.0973
C -4.136 -16.675 0.188  -0.0848
C -5.140 -15.660 -0.352  -0.3970
C -5.678 -16.221 -1.671  -0.2664
O -6.859 -15.611 -2.082  -0.1815
C -7.248 -15.968 -3.410  -0.0911
N -6.300 -15.618 0.595  0.0329
H -3.550 -16.295 1.028  0.0735
H -3.396 -16.997 -0.557  0.0752
H -4.675 -17.548 0.551  0.0610
H -4.714 -14.668 -0.498  0.1355
H -5.845 -17.304 -1.523  0.1270
H -4.843 -16.237 -2.391  0.1208
H -7.703 -16.958 -3.438  0.0846
H -6.348 -15.949 -4.031  0.0792
H -7.903 -15.155 -3.710  0.0856
H -6.024 -15.303 1.527  -0.0072
H -6.416 -16.596 0.856  0.0389

Forces on atoms 1 to 3 (eV/Å):
0.04 -0.47 2.40
-0.04 2.50 -2.85
0.20 -1.61 0.43

# 2
Entry from the Open Molecules 2025 dataset: a 14-piece molecular cluster, C50H136N8O20 overall (the ωB97M-V functional and the def2-TZVPD basis).

## Properties
HOMO-LUMO gap (eV): 8.64
Total energy (Eh): -3928.73887
HOMO level (eV): -8.453

Each line ends with the Löwdin charge.
Atoms and positions in Å:
C -2.064 3.849 -0.536  -0.1502
O -0.940 4.547 0.058  -0.1303
H -2.561 4.678 -1.039  0.0743
H -1.673 3.270 -1.373  0.0710
H -2.745 3.263 0.081  0.0725
H -0.319 3.826 0.184  0.0493
C -2.099 -1.247 -6.110  -0.1826
O -0.914 -1.364 -6.811  -0.1251
H -2.236 -0.303 -5.583  0.0834
H -2.894 -1.388 -6.842  0.0712
H -2.215 -2.099 -5.440  0.0704
H -0.777 -2.229 -7.204  0.0632
C 9.911 -5.300 -1.687  -0.1683
O 10.372 -6.312 -0.793  -0.1196
H 10.595 -4.931 -2.452  0.0776
H 9.126 -5.711 -2.321  0.0674
H 9.464 -4.453 -1.167  0.0714
H 9.654 -6.586 -0.218  0.0716
C -5.056 -0.550 4.551  -0.1504
O -4.807 0.536 3.647  -0.1383
H -4.156 -0.985 4.985  0.0743
H -5.774 -0.193 5.289  0.0736
H -5.497 -1.322 3.920  0.0737
H -4.171 1.157 4.008  0.0668
C 2.020 0.416 -3.883  -0.1334
O 2.465 0.087 -5.229  -0.1419
H 1.324 1.241 -4.037  0.0722
H 1.534 -0.408 -3.360  0.0669
H 2.838 0.752 -3.246  0.0725
H 1.724 -0.064 -5.819  0.0550
C 4.658 -3.579 5.095  -0.1848
O 4.472 -2.509 5.977  -0.1163
H 5.460 -3.400 4.379  0.0764
H 4.840 -4.534 5.588  0.0758
H 3.760 -3.625 4.479  0.0750
H 3.594 -2.634 6.345  0.0721
C -2.104 -7.967 1.563  -0.0622
O -2.272 -8.958 0.512  -0.1896
C -1.423 -10.037 0.644  -0.3021
C -1.788 -11.167 -0.239  -0.2264
N -3.047 -11.807 0.094  -0.0347
C -3.503 -12.872 -0.771  -0.2339
C -4.107 -12.478 -2.061  -0.2496
O -5.028 -11.420 -1.946  -0.1848
C -6.347 -11.779 -1.622  -0.1035
H -2.146 -8.308 2.598  0.0878
H -3.047 -7.488 1.299  0.0899
H -1.196 -7.467 1.228  0.0878
H -1.234 -10.469 1.627  0.1240
H -0.422 -9.660 0.432  0.1198
H -0.927 -11.808 -0.046  0.1206
H -1.705 -10.917 -1.297  0.1196
H -3.772 -11.131 -0.099  0.0963
H -4.244 -13.388 -0.160  0.1153
H -2.695 -13.570 -0.990  0.1243
H -4.566 -13.300 -2.611  0.1213
H -3.272 -12.227 -2.714  0.1183
H -6.514 -12.847 -1.762  0.0871
H -6.925 -11.235 -2.369  0.0875
H -6.714 -11.472 -0.643  0.0872
C 1.007 8.506 6.517  -0.1051
O 0.711 9.919 6.707  -0.2050
C 0.612 10.385 8.085  -0.1791
C -0.866 10.569 8.470  -0.2144
N -0.960 11.146 9.788  -0.0862
C -2.305 11.152 10.280  -0.2346
C -2.461 11.673 11.709  -0.2152
O -2.283 13.095 11.850  -0.1784
C -2.659 13.463 13.185  -0.1143
H 2.036 8.248 6.765  0.0737
H 1.105 8.176 5.482  0.0777
H 0.309 7.840 7.023  0.0800
H 1.177 11.317 8.061  0.1220
H 1.106 9.678 8.752  0.1145
H -1.405 9.625 8.394  0.1110
H -1.409 11.272 7.838  0.1265
H -0.474 10.674 10.537  0.1118
H -2.732 10.163 10.115  0.1138
H -2.908 11.812 9.656  0.1241
H -1.921 11.137 12.489  0.1195
H -3.525 11.501 11.874  0.1115
H -3.685 13.153 13.387  0.0789
H -2.556 14.539 13.321  0.0881
H -2.080 12.950 13.953  0.0792
C 5.766 -0.492 0.513  -0.0716
O 4.625 0.390 0.493  -0.2258
C 4.421 1.249 1.597  -0.2256
C 3.206 2.105 1.215  -0.2299
N 1.995 1.402 0.844  -0.0415
C 1.321 0.657 2.001  -0.1477
C 0.167 -0.248 1.442  -0.2156
O 0.503 -1.159 0.408  -0.2189
C -0.643 -1.890 -0.082  -0.0941
H 6.073 -0.353 -0.523  0.0836
H 5.510 -1.550 0.572  0.0791
H 6.495 -0.133 1.239  0.0862
H 5.263 1.908 1.806  0.1227
H 4.138 0.563 2.395  0.1112
H 3.547 2.796 0.444  0.1141
H 3.039 2.713 2.104  0.1121
H 2.329 0.633 0.280  0.0794
H 0.959 1.354 2.758  0.1138
H 2.022 -0.028 2.477  0.0979
H -0.581 0.367 0.940  0.1158
H -0.057 -0.900 2.285  0.1189
H -1.461 -2.182 0.577  0.0831
H -0.321 -2.816 -0.557  0.0821
H -1.021 -1.200 -0.836  0.0834
C -14.500 -4.316 -5.255  -0.1192
O -13.402 -4.981 -4.574  -0.2181
C -12.284 -4.011 -4.224  -0.1493
C -11.476 -4.680 -3.105  -0.2056
N -10.264 -5.404 -3.619  -0.0582
C -9.490 -6.022 -2.502  -0.2139
C -8.871 -5.099 -1.500  -0.2381
O -8.334 -5.864 -0.420  -0.1909
C -7.954 -5.056 0.714  -0.0885
H -15.275 -4.985 -5.630  0.0795
H -14.106 -3.767 -6.110  0.0749
H -15.013 -3.562 -4.658  0.0748
H -12.682 -3.052 -3.894  0.1093
H -11.678 -3.861 -5.117  0.1152
H -12.104 -5.391 -2.569  0.1161
H -11.220 -3.933 -2.354  0.0983
H -10.643 -6.088 -4.259  0.1022
H -8.688 -6.499 -3.065  0.1159
H -10.081 -6.814 -2.041  0.1176
H -9.655 -4.423 -1.155  0.1033
H -8.116 -4.540 -2.052  0.1293
H -7.159 -4.435 0.300  0.0831
H -7.643 -5.571 1.623  0.0843
H -8.778 -4.410 1.014  0.0779
C -3.086 -6.610 -4.563  -0.1374
O -2.934 -5.913 -5.800  -0.2019
C -1.448 -5.845 -5.991  -0.1570
C -1.227 -6.018 -7.539  -0.2023
N -1.760 -4.869 -8.277  -0.0632
C -1.779 -5.168 -9.721  -0.1957
C -2.293 -3.887 -10.399  -0.2015
O -3.688 -3.750 -10.161  -0.2124
C -4.356 -2.592 -10.513  -0.1289
H -2.731 -7.641 -4.570  0.0877
H -4.154 -6.774 -4.421  0.0801
H -2.788 -5.986 -3.720  0.0882
H -0.824 -6.512 -5.396  0.1093
H -1.215 -4.846 -5.621  0.1072
H -1.644 -6.957 -7.903  0.1153
H -0.150 -5.944 -7.692  0.1120
H -2.715 -4.817 -7.953  0.0975
H -2.291 -6.078 -10.033  0.1211
H -0.752 -5.285 -10.067  0.1162
H -2.132 -4.094 -11.456  0.1162
H -1.880 -2.954 -10.014  0.1215
H -5.401 -2.594 -10.203  0.0905
H -4.284 -2.596 -11.600  0.0843
H -3.896 -1.664 -10.173  0.0824
C 8.562 7.583 2.102  -0.1434
O 7.823 8.493 1.363  -0.2034
C 8.442 9.811 1.215  -0.1875
C 9.677 9.939 0.327  -0.2170
N 9.328 10.063 -1.073  -0.0797
C 8.505 8.967 -1.660  -0.1656
C 8.077 9.220 -3.187  -0.1922
O 7.118 10.262 -3.335  -0.2102
C 6.382 10.295 -4.547  -0.1012
H 7.869 6.797 2.405  0.0856
H 8.854 7.927 3.095  0.0853
H 9.374 7.189 1.492  0.0853
H 8.806 10.181 2.173  0.1061
H 7.650 10.495 0.910  0.1273
H 10.437 9.166 0.435  0.1166
H 10.088 10.866 0.728  0.1138
H 8.672 10.816 -1.227  0.0922
H 7.588 8.763 -1.106  0.1004
H 9.182 8.135 -1.466  0.1127
H 7.652 8.314 -3.619  0.1048
H 8.999 9.326 -3.758  0.1106
H 7.030 10.277 -5.423  0.0842
H 5.807 11.219 -4.489  0.0906
H 5.766 9.395 -4.562  0.0845
C 7.780 2.930 -4.987  -0.0540
C 7.668 3.202 -6.557  -0.4100
C 8.438 2.105 -7.285  -0.1903
O 9.786 2.513 -7.640  -0.2121
C 9.953 3.554 -8.669  -0.0718
N 6.269 3.217 -6.995  0.0242
H 7.221 2.056 -4.653  0.0736
H 7.431 3.856 -4.529  0.0647
H 8.823 2.797 -4.699  0.0708
H 8.015 4.204 -6.807  0.1174
H 8.017 1.648 -8.180  0.1187
H 8.519 1.288 -6.568  0.1156
H 10.891 4.095 -8.550  0.0832
H 9.105 4.234 -8.751  0.0746
H 9.934 3.021 -9.620  0.0758
H 6.005 2.283 -7.274  0.0585
H 5.628 3.393 -6.234  0.0613
C 1.016 -1.145 10.062  -0.0552
C -0.289 -0.657 9.356  -0.3983
C -1.341 0.253 10.176  -0.1589
O -2.672 0.108 9.619  -0.1946
C -3.626 0.725 10.439  -0.1413
N 0.088 -0.022 8.091  0.0175
H 1.680 -0.283 10.140  0.0713
H 1.570 -1.745 9.340  0.0677
H 0.804 -1.774 10.927  0.0771
H -0.836 -1.552 9.059  0.1206
H -1.084 1.308 10.266  0.1188
H -1.326 -0.216 11.160  0.1083
H -3.492 1.806 10.468  0.0827
H -3.701 0.362 11.464  0.0856
H -4.593 0.562 9.962  0.0873
H 0.935 0.465 8.345  0.0500
H -0.498 0.762 7.842  0.0629

Forces on atoms 1 to 3 (eV/Å):
0.76 1.69 -1.43
-0.73 -1.37 0.36
-0.75 -0.26 0.20

# 3
Entry from the Open Molecules 2025 dataset: a 2-piece molecular cluster, C5H9NO overall (the ωB97M-V functional and the def2-TZVPD basis).

## Properties
Energy above the lowest of the compared OMol25 structures with the same formula, charge and spin (eV): 2.893
HOMO-LUMO gap (eV): 8.51
Total energy (Eh): -325.83125
SMILES string: Cc1ccc[nH]1.O
HOMO level (eV): -7.687

Each line ends with the Löwdin charge.
Atoms and positions in Å:
C -0.577 -0.130 -1.502  -0.0812
C 0.694 0.239 -2.018  -0.1647
N 1.442 0.853 -1.040  0.0234
C 0.718 0.747 0.175  -0.2705
C -0.408 -0.046 -0.037  -0.0728
C 1.401 1.081 1.596  -0.0190
H -1.372 -0.490 -2.124  0.0692
H 1.361 -0.140 -2.864  0.1277
H 2.379 0.936 -1.294  0.1123
H -1.033 -0.039 0.960  0.1252
H 0.813 1.882 1.959  0.0434
H 1.243 0.258 2.276  0.0617
H 2.411 1.360 1.641  0.0408
H -3.107 -2.855 1.523  -0.0080
H -2.744 -1.638 2.590  0.0961
O -2.627 -2.075 1.665  -0.0834

Forces on atoms 1 to 3 (eV/Å):
2.63 -0.38 0.72
-0.42 -0.67 -0.21
-3.19 -1.27 0.78